Record 1
# C36H40F12N2O36S2

A molecular structure, C36H40F12N2O36S2 at a distorted geometry (wB97M-V/def2-TZVPD, the Open Molecules 2025 dataset).

XYZ file:
```
128
Properties=species:S:1:pos:R:3:forces:R:3:mulliken_charge:R:1
N 0.90502 0.62078 0.91974 -1.199 1.611 -0.228 -0.268
C -0.07975 1.47823 0.19620 0.575 -1.182 -3.228 0.129
O -0.07801 1.33930 -1.05592 -0.593 0.961 4.219 -0.569
C -0.99915 2.51072 0.98193 0.656 -0.057 0.309 -0.166
C -2.27535 1.86661 1.69651 1.554 0.481 0.912 -1.026
N -3.48546 1.74628 0.81082 -1.982 -1.085 -0.714 -0.082
S -4.83793 2.26904 1.79979 -1.205 0.510 0.743 -0.202
S -3.82854 0.07395 0.44944 3.149 -4.793 2.300 1.141
O -4.05976 -0.74745 1.69880 -0.364 2.889 -3.686 -0.537
O -2.66040 -0.44531 -0.31896 -3.616 1.960 0.846 -0.509
F -5.27444 0.00582 -0.42557 2.751 0.904 1.367 -0.253
H 0.44813 -0.22557 1.28187 0.150 0.587 -0.102 0.278
H 1.28359 1.18012 1.69375 -0.382 -0.654 -0.106 0.274
H -0.34077 2.94632 1.83485 -1.448 -0.998 -1.509 0.352
H -1.25589 3.38698 0.28694 0.101 -1.474 1.057 0.204
H -1.98491 0.89380 2.21869 -0.560 1.133 -0.888 0.677
H -2.57053 2.59256 2.53759 0.357 -1.028 -1.379 0.505
H -5.94768 2.53950 1.00693 1.426 -0.287 -0.227 0.194
C -5.25404 7.72883 1.31073 0.101 0.952 0.213 -0.479
C -6.19756 6.56915 1.36691 -0.590 -0.096 -0.378 0.452
O -5.42467 5.50116 0.85512 0.346 0.367 0.494 -0.212
C -4.13352 5.80103 1.17092 1.270 -0.815 -0.145 0.587
O -3.23464 5.01430 1.14023 -0.611 0.703 -0.045 -0.483
O -3.99483 7.10694 1.53362 -0.197 -0.623 -0.087 -0.308
F -7.25949 6.76447 0.54893 -0.146 -0.093 0.058 -0.318
H -5.24836 8.22041 0.33394 -0.177 -0.187 -0.006 0.279
H -5.46487 8.47504 2.07772 0.206 -0.131 0.016 0.294
H -6.54680 6.32100 2.37335 -0.167 -0.005 -0.137 0.196
C 1.56708 -1.17561 5.73756 0.012 -0.424 0.891 -0.476
C 2.17771 -0.07760 4.92548 0.787 -0.028 -0.227 0.265
O 1.51199 -0.18784 3.68227 -0.629 -0.035 0.618 -0.231
C 0.27988 -0.70139 3.97489 -1.289 -0.272 -0.706 0.562
O -0.65566 -0.68434 3.22488 0.981 -0.104 0.735 -0.488
O 0.24064 -1.22879 5.22839 0.066 0.409 -0.673 -0.337
F 3.49865 -0.29559 4.72783 0.046 0.174 -0.013 -0.273
H 2.05666 -2.14011 5.57755 0.124 0.182 -0.140 0.298
H 1.56871 -0.95431 6.80548 -0.221 -0.013 -0.121 0.272
H 2.02546 0.92460 5.33629 0.160 -0.017 -0.087 0.300
C 2.55322 -1.86971 -1.68860 -1.126 0.457 0.023 -0.217
C 3.62290 -2.20585 -0.70068 -0.098 -0.467 0.439 0.399
O 4.68559 -2.65501 -1.51935 -0.061 0.630 -0.290 -0.338
C 4.53799 -1.99415 -2.70167 0.488 0.112 -1.066 0.670
O 5.39253 -1.91206 -3.53535 -0.460 -0.168 0.502 -0.559
O 3.30454 -1.43291 -2.81494 0.863 -0.321 0.131 -0.327
F 3.23933 -3.22468 0.10720 0.101 -0.013 0.183 -0.291
H 1.95034 -2.73752 -1.97024 0.199 -0.093 0.168 0.275
H 1.88786 -1.08189 -1.33030 0.147 0.094 -0.178 0.051
H 3.95772 -1.35939 -0.09439 -0.026 -0.158 0.095 0.316
C -8.70949 3.07550 5.03417 -0.093 -0.684 0.099 -0.034
C -7.67551 3.78385 4.21951 0.106 -0.116 -0.318 0.370
O -8.21205 5.08403 4.07672 0.159 -0.170 0.492 -0.233
C -8.97200 5.28926 5.19175 -0.913 1.071 0.815 0.582
O -9.36003 6.36055 5.55031 0.308 -0.779 -0.389 -0.544
O -9.22552 4.12461 5.84792 0.324 0.693 -0.392 -0.311
F -7.55864 3.22762 2.98740 0.196 0.024 -0.218 -0.318
H -9.51768 2.65748 4.42265 0.701 0.342 0.129 0.000
H -8.28474 2.27768 5.64461 -0.138 0.166 0.098 0.270
H -6.69091 3.84292 4.69323 0.061 -0.027 -0.255 0.295
C 2.59500 5.23303 -1.20707 0.760 -0.344 -0.602 -0.439
C 1.86751 6.47690 -0.80562 -0.451 0.350 -0.474 0.282
O 0.87027 5.99607 0.07361 0.612 -0.289 0.303 -0.229
C 1.39574 4.87653 0.64127 -0.287 -0.707 0.849 0.613
O 0.95816 4.35256 1.62416 0.808 0.782 -0.639 -0.571
O 2.48400 4.42818 -0.04067 -0.559 0.320 0.424 -0.261
F 1.26243 7.05340 -1.87107 -0.001 0.192 0.042 -0.296
H 2.12102 4.72038 -2.04862 -0.135 0.201 0.060 0.295
H 3.63986 5.42277 -1.45553 -0.048 -0.149 0.211 0.259
H 2.48809 7.21470 -0.28899 -0.132 0.083 -0.110 0.298
C -13.88137 1.85753 3.35267 -0.888 -0.516 -0.255 -0.484
C -13.13351 3.11609 3.04683 -0.337 0.772 0.151 0.282
O -11.99167 3.02013 3.87605 0.099 -0.696 -0.317 -0.267
C -11.75804 1.68720 4.02022 0.689 -0.779 0.534 0.663
O -10.73037 1.22553 4.42637 -1.235 -0.120 -0.371 -0.558
O -12.83069 0.94200 3.63939 0.674 0.446 0.101 -0.300
F -13.84418 4.20663 3.41498 0.082 0.085 -0.119 -0.277
H -14.52828 1.95319 4.22882 0.123 0.219 -0.045 0.276
H -14.48200 1.51449 2.50949 0.202 -0.153 0.076 0.305
H -12.82220 3.21267 2.00279 -0.036 0.158 0.080 0.302
C 7.30243 -4.06040 -5.77848 -1.114 0.373 0.021 0.103
C 8.37183 -4.39631 -4.79211 -0.076 -0.406 0.485 0.477
O 9.43489 -4.84766 -5.60939 -0.168 0.626 -0.298 -0.351
C 9.28849 -4.18728 -6.79330 0.745 0.140 -1.137 0.630
O 10.14168 -4.10664 -7.62712 -0.635 -0.137 0.585 -0.534
O 8.05317 -3.62380 -6.90630 0.779 -0.290 0.095 -0.348
F 7.98695 -5.41447 -3.98390 0.107 -0.030 0.197 -0.295
H 6.69872 -4.92713 -6.05888 0.270 0.012 0.251 -0.024
H 6.63882 -3.27223 -5.41925 0.153 0.056 -0.138 0.210
H 8.70660 -3.54983 -4.18679 -0.011 -0.186 0.089 0.197
C -11.63974 -3.40035 1.36564 0.781 -0.378 -0.471 -0.372
C -12.37665 -2.15076 1.72972 -0.403 0.348 -0.325 0.420
O -13.39906 -2.61484 2.58641 0.653 -0.144 0.119 -0.297
C -12.89177 -3.72919 3.18694 -0.504 -0.961 1.235 0.627
O -13.35642 -4.23562 4.16252 0.324 0.384 -0.822 -0.508
O -11.78350 -4.18890 2.53947 -0.485 0.385 0.229 -0.301
F -12.95200 -1.58858 0.63730 -0.044 0.253 -0.030 -0.316
H -12.09108 -3.92384 0.51819 -0.131 0.220 0.033 0.267
H -10.58817 -3.21470 1.14326 -0.055 -0.131 0.201 0.275
H -11.76882 -1.40656 2.25245 -0.127 0.087 -0.119 0.197
C 8.90525 -2.66910 -0.40802 -0.237 -0.916 0.385 -0.330
C 9.91953 -1.94593 -1.23593 0.134 -0.043 -0.499 0.419
O 9.37569 -0.64646 -1.35205 0.016 -0.209 0.670 -0.309
C 8.63975 -0.45843 -0.22062 -0.704 1.170 0.532 0.637
O 8.25454 0.60633 0.16045 0.236 -0.816 -0.314 -0.537
O 8.40361 -1.63393 0.42766 0.235 0.547 -0.350 -0.319
F 10.01131 -2.48747 -2.47613 0.208 -0.015 -0.162 -0.222
H 8.08779 -3.08092 -1.00713 0.141 0.111 -0.157 0.173
H 9.34622 -3.47281 0.18303 -0.072 0.203 0.116 0.336
H 10.91205 -1.88959 -0.78253 -0.025 -0.058 -0.226 0.175
C 4.84311 -6.72696 -8.13657 0.906 -0.089 -0.533 -0.444
C 3.39513 -6.38949 -8.30317 -0.536 -0.430 -0.266 0.290
O 2.88873 -6.48473 -6.98727 0.623 0.421 -0.082 -0.309
C 3.93471 -6.17718 -6.17058 -0.091 0.240 1.638 0.631
O 3.82457 -5.89340 -5.01668 0.158 -0.246 -0.907 -0.498
O 5.12495 -6.22557 -6.83591 -0.695 -0.034 0.060 -0.308
F 2.76670 -7.30795 -9.07524 -0.124 0.082 -0.102 -0.290
H 5.03079 -7.80392 -8.15881 -0.259 0.041 -0.042 0.260
H 5.47200 -6.24624 -8.88711 0.033 0.071 0.234 0.318
H 3.20916 -5.38601 -8.69656 -0.114 -0.128 -0.074 0.295
C 14.90708 -3.10635 -2.67810 0.747 -0.362 -0.539 -0.440
C 14.17938 -1.86208 -2.27794 -0.456 0.439 -0.545 0.301
O 13.18140 -2.34181 -1.39796 0.679 -0.190 0.172 -0.204
C 13.70789 -3.46286 -0.82800 -0.365 -1.030 1.134 0.619
O 13.27042 -3.98340 0.15379 0.213 0.416 -0.786 -0.513
O 14.79692 -3.91109 -1.51110 -0.515 0.385 0.328 -0.325
F 13.57473 -1.28771 -3.34404 0.003 0.182 0.064 -0.274
H 14.43298 -3.61947 -3.51929 -0.134 0.228 0.043 0.292
H 15.95183 -2.91632 -2.92688 -0.053 -0.132 0.201 0.277
H 14.79971 -1.12352 -1.76217 -0.128 0.074 -0.105 0.246
```
Positions in Å, forces in eV/Å.

Calculated values
Multiplicity: 1
Highest occupied orbital energy (Eh): -0.3407
Gap between HOMO and LUMO (eV): 9.35
Charge: 0
DFT total energy (Ha): -6208.74823

Record 2
# C26H35FN5O3PtS3

A molecular structure, C26H35FN5O3PtS3 at a distorted geometry (wB97M-V/def2-TZVPD, the Open Molecules 2025 dataset).

XYZ file:
```
74
Properties=species:S:1:pos:R:3:forces:R:3:mulliken_charge:R:1
Pt -0.10614 -0.98568 0.05861 0.717 -0.504 -0.576 0.522
C -3.41670 5.48971 -1.23149 -0.005 -0.017 -0.001 -1.740
C -2.23533 5.67582 -0.28994 0.000 -0.064 0.006 0.463
C -1.32838 6.79053 -0.77537 0.056 -0.019 -0.043 -1.011
C -0.12686 6.94911 0.13667 -0.002 -0.037 0.019 -1.011
C 0.63355 5.65525 0.19509 -0.044 -0.014 -0.003 0.924
C 1.98890 5.63104 0.40460 0.029 0.025 -0.008 -0.752
C 2.67042 4.41572 0.45072 0.028 0.062 -0.001 0.050
F 3.99149 4.43987 0.66266 0.009 -0.009 -0.008 -0.337
C 2.03629 3.22333 0.28611 -0.079 -0.054 -0.018 -0.990
C 0.64611 3.21455 0.07955 0.005 0.032 -0.055 0.771
C -0.05749 1.95347 -0.06338 0.075 -0.250 -0.218 1.392
O 0.65698 0.88382 -0.14931 -0.272 0.558 0.596 -0.608
C -1.45596 2.00448 -0.13653 -0.004 0.012 0.013 -0.305
C -2.06446 3.24392 -0.18769 0.004 -0.033 -0.051 -0.642
N -1.43560 4.40935 -0.15686 0.054 0.068 0.026 0.226
C -0.05151 4.43077 0.02935 -0.121 0.047 0.038 -0.564
C -2.42179 0.84275 -0.21487 0.141 -0.180 0.157 0.471
O -3.59000 1.06868 -0.44050 -0.029 0.063 0.024 -0.714
O -1.98013 -0.36011 0.03630 -0.359 0.138 -0.234 -0.527
H -3.85046 6.46889 -1.43106 -0.003 -0.009 0.007 0.422
H -4.20785 4.86696 -0.81899 0.003 0.016 -0.002 0.524
H -3.09157 5.06042 -2.18099 -0.004 0.023 0.008 0.417
H -2.59841 5.92283 0.71102 0.035 -0.011 0.034 0.132
H -1.90992 7.71037 -0.81573 -0.014 -0.002 0.002 0.399
H -0.99801 6.56304 -1.79374 -0.020 0.038 -0.005 0.340
H -0.45886 7.22284 1.14306 0.001 0.019 -0.006 0.322
H 0.52764 7.74726 -0.21149 0.011 -0.005 0.007 0.463
H 2.54227 6.55271 0.53490 0.003 -0.019 -0.002 0.529
H 2.59029 2.30002 0.32455 0.024 -0.012 -0.024 0.518
H -3.13997 3.25236 -0.28042 0.014 -0.017 -0.053 0.612
C -3.96012 -5.18081 -1.07064 0.046 0.021 0.125 -0.527
C -4.68642 -4.57216 0.14325 0.093 0.060 -0.054 -0.783
S -4.37821 -2.80289 0.42703 -0.026 -0.046 -0.001 -0.073
C -3.07976 -2.81624 1.68252 -0.035 -0.011 -0.173 -0.884
C -1.80278 -3.53378 1.27880 0.044 -0.006 -0.121 -0.858
S -1.15468 -2.99662 -0.35528 -0.545 0.069 0.679 0.199
C -0.23865 -4.49451 -0.81371 -0.105 0.022 -0.148 -0.468
C -1.14351 -5.48933 -1.54991 0.001 0.044 0.041 -1.022
S -2.52877 -6.23731 -0.65016 0.030 -0.004 0.001 -0.151
H -3.62268 -4.38927 -1.73780 -0.013 -0.025 -0.042 0.280
H -4.64174 -5.82444 -1.62450 -0.032 0.025 0.004 0.470
H -4.47580 -5.13074 1.05683 -0.044 -0.013 -0.002 0.375
H -5.76124 -4.63165 -0.02561 -0.007 -0.038 0.009 0.410
H -3.45635 -3.29534 2.58793 0.030 0.040 0.041 0.601
H -2.90500 -1.76336 1.89396 0.031 0.025 0.018 0.233
H -2.00634 -4.59664 1.17607 0.079 -0.057 -0.042 0.491
H -1.00259 -3.39107 2.00524 -0.051 0.003 0.065 0.498
H 0.23326 -4.93940 0.06070 -0.091 -0.076 0.016 0.527
H 0.53622 -4.17905 -1.51649 0.007 -0.003 0.034 0.355
H -0.51356 -6.33246 -1.83599 0.010 0.009 -0.074 0.476
H -1.52889 -5.03995 -2.46489 0.026 -0.011 -0.018 0.428
C 2.59502 -0.66630 1.23958 0.068 -0.082 0.054 0.514
N 4.01054 -0.93987 1.30222 -0.011 -0.034 -0.044 0.108
C 4.21100 -2.32682 1.72344 -0.001 0.006 -0.026 -0.732
N 3.57824 -3.25549 0.78402 -0.001 0.044 0.000 0.119
C 2.16403 -2.97163 0.71948 0.051 0.085 0.115 -0.692
N 1.88432 -1.57274 0.25573 0.234 0.148 -0.238 0.013
C 2.56963 -1.39646 -1.08384 0.069 -0.044 0.153 -0.470
N 3.98364 -1.67551 -1.00591 -0.010 0.005 0.064 0.108
C 4.59721 -0.76670 -0.03052 -0.045 -0.053 0.011 -0.706
C 4.17228 -3.05215 -0.54163 -0.035 0.023 0.030 -0.716
H 2.41940 0.35127 0.92168 0.023 0.059 0.012 -0.745
H 2.14049 -0.82545 2.21810 -0.039 -0.009 -0.003 0.265
H 3.78060 -2.46824 2.71580 0.003 -0.003 0.009 0.355
H 5.27858 -2.53864 1.76854 0.009 -0.001 0.015 0.362
H 1.71914 -3.08732 1.70948 -0.056 -0.010 -0.013 0.249
H 1.69431 -3.64989 0.02544 0.070 -0.035 -0.059 0.225
H 2.40084 -0.36884 -1.39985 -0.018 0.019 -0.019 0.337
H 2.09021 -2.07771 -1.78745 -0.018 -0.002 -0.020 0.217
H 4.45582 0.26365 -0.36058 -0.010 0.002 0.003 0.291
H 5.66509 -0.97460 0.02498 0.012 0.016 -0.013 0.365
H 5.23813 -3.26983 -0.48637 0.008 -0.003 -0.016 0.349
H 3.71058 -3.73780 -1.25448 -0.001 -0.007 -0.001 0.314
```
Positions in Å, forces in eV/Å.

Calculated values
Multiplicity: 1
Highest occupied orbital energy (Eh): -0.3880
ΔE to the lowest compared entry with this formula, charge and spin (kcal per mole): 9.7
Gap between HOMO and LUMO (eV): 7.62
Charge: +1
DFT total energy (Ha): -2924.85286

Record 3
# CH2N2O3S

A molecular structure, CH2N2O3S at a distorted geometry (wB97M-V/def2-TZVPD, the Open Molecules 2025 dataset).

XYZ file:
```
9
Properties=species:S:1:pos:R:3:forces:R:3:mulliken_charge:R:1
C -0.94936 -0.59547 0.30094 -0.784 -2.207 -1.116 0.224
N 0.05873 -1.21044 -0.10654 0.772 -0.628 -0.599 -0.419
N -1.10832 0.67558 0.39400 7.198 2.883 1.447 -0.164
O 2.14418 -0.14698 -1.40956 -1.254 -0.419 0.191 -0.553
O 1.86634 -0.06716 1.01031 0.133 0.008 0.292 -0.546
O 0.46918 1.25614 -0.47998 -4.711 -0.172 1.125 -0.360
S 1.26337 -0.06147 -0.27899 2.994 -0.628 0.669 1.163
H -1.91525 -0.97249 0.55464 -0.724 -1.502 0.398 0.358
H -1.82887 1.12229 0.01518 -3.623 2.665 -2.408 0.296
```
Positions in Å, forces in eV/Å.

Calculated values
Multiplicity: 1
Highest occupied orbital energy (alpha / beta) (Eh): -0.4020 / -0.4020
ΔE to the lowest compared entry with this formula, charge and spin (kcal per mole): 93.7
Gap between HOMO and LUMO (alpha / beta) (eV): 8.01 / 8.01
Charge: 0
DFT total energy (Ha): -772.55751

Record 4
# C5H7ClNS

A gas-phase ion, C5H7ClNS (charge +1) at a distorted geometry (wB97M-V/def2-TZVPD, the Open Molecules 2025 dataset).

XYZ file:
```
15
Properties=species:S:1:pos:R:3:forces:R:3:mulliken_charge:R:1
C -1.20324 1.31668 -0.01991 1.251 -1.514 0.601 -0.517
C 0.15935 1.34623 0.03800 0.132 -1.662 -0.428 -0.200
C -0.70799 -1.55469 -0.24492 -2.203 5.044 -0.406 -0.555
C -1.98347 0.18965 -0.22410 3.741 -3.867 -0.235 0.301
C 0.96291 0.16514 -0.47640 -1.598 0.278 -0.614 -0.511
N 0.59279 -1.14163 0.29869 0.539 0.586 -0.207 -0.155
S 2.76004 0.48754 -0.53407 -0.905 -0.649 -0.555 -0.080
Cl -3.51536 0.02063 -0.70308 -0.768 -0.074 -0.169 -0.018
H -1.65375 2.03503 0.55306 -1.604 2.468 0.605 0.389
H 0.67161 2.22518 0.35587 0.278 0.397 0.211 0.494
H -1.21676 -2.26882 0.30247 -0.855 -1.697 1.109 0.386
H 0.33073 -0.12124 -1.38623 2.036 0.407 0.022 0.505
H 0.72878 -0.97671 1.33447 -0.472 -0.574 -0.930 0.394
H 1.22478 -1.89734 -0.04661 0.100 0.708 0.554 0.387
H 2.84957 0.17434 0.75278 0.328 0.149 0.442 0.179
```
Positions in Å, forces in eV/Å.

Calculated values
Multiplicity: 1
Highest occupied orbital energy (alpha / beta) (Eh): -0.4600 / -0.5081
ΔE to the lowest compared entry with this formula, charge and spin (kcal per mole): 131.8
Gap between HOMO and LUMO (alpha / beta) (eV): 6.61 / 8.35
Charge: +1
DFT total energy (Ha): -1107.34288

- Number 4 is which compound?
  C5H7ClNS